Record 1
ORCA calculation (the ωB97M-V functional and the def2-TZVPD basis) on a molecular structure, C37H64BrCl28F3IN2O2P2Si at a distorted geometry.

Structure (ORCA input):
```
! RIJCOSX wB97M-V def2-TZVPD def2/J DEFGRID3
* xyz 1 1
I 3.9500 -8.5101 1.3907
Br -2.7294 -2.9657 -0.2635
Cl -10.2917 -0.8114 -3.5090
Cl -2.0980 -11.7745 -1.6694
Cl 5.5310 4.3414 -1.0163
Cl -5.0758 -4.2424 2.3230
Cl 2.0791 -6.3837 -3.7817
Cl -6.4029 1.4684 4.3206
Cl 8.8721 3.2741 -1.6112
Cl 2.9141 -4.0716 -2.2146
Cl 5.2450 -2.9406 -5.0312
Cl -7.5081 -1.1721 -2.7213
Cl 2.7005 8.2358 3.1932
Cl 10.6771 5.5532 -1.8271
Cl 7.9306 10.3748 -2.1755
Cl -5.6504 -6.0873 -1.5158
Cl -1.9857 -9.0245 -0.7083
Cl 4.1576 13.1654 -3.0542
Cl 2.3404 5.4933 4.1141
Cl -2.9924 -5.5621 -0.4398
Cl -8.1286 5.2834 -0.6333
Cl 4.0452 10.4154 -4.0153
Cl 1.4422 -5.1788 -7.6727
Cl -8.3163 4.4686 2.1595
Cl 4.4100 -5.2527 -6.5983
Cl -2.4178 -3.7172 3.3989
Cl -6.5153 -1.2816 3.3595
Cl 1.0298 -6.1873 -10.3767
Cl 5.9434 5.3499 1.6877
Cl 7.5704 7.6323 -1.2546
P -0.7338 -4.0970 -0.3954
P 0.1793 -1.3832 2.9126
Si -3.3325 3.4270 2.7839
F 0.1954 -6.6200 2.9397
F 0.8663 -4.6054 4.0224
F 2.5692 -6.1955 3.5296
O -1.1375 -5.7838 -0.7609
O 1.1015 -8.2742 0.3435
N -1.2363 -0.5428 2.7837
N 2.1094 -2.3365 1.3190
C 4.5939 11.4853 -2.7195
C 2.2278 0.1602 0.5395
C 1.3014 -5.5928 2.9700
C -9.1459 4.5284 0.5996
C 3.0479 -1.1197 1.1926
C 8.7168 8.9621 -1.4603
C -4.6669 4.6969 3.4671
C 1.5110 -6.5970 -8.7258
C 1.5648 -4.8997 1.4976
C 2.5632 2.7232 -0.1958
C -1.8728 4.3427 1.9245
C -4.2557 2.3860 1.4374
C 6.0122 3.9317 0.6346
C 2.1573 -7.4483 0.5878
C -8.6655 -1.2374 -4.0559
C -3.7185 -4.9040 3.2422
C 2.1494 -5.8368 0.2884
C -5.1902 0.0015 0.2302
C 2.6260 -3.6079 1.4198
C 0.1778 3.9792 0.2043
C -0.6519 3.3003 1.4569
C -5.9970 0.8402 -0.9490
C 0.2080 -4.0000 1.2749
C -5.9025 2.5079 -0.9679
C 9.0178 4.9823 -2.0420
C 3.1877 1.2035 -0.2936
C 3.4867 6.8231 3.9084
C -2.7960 2.3226 4.2930
C 0.5897 -2.3840 1.3397
C -5.9666 -0.2117 4.6553
C -4.3147 0.7396 1.4352
C 5.1683 -3.6565 -6.6457
C -4.2931 -6.7489 -0.5965
C 2.8374 -4.7875 -3.8291
C -5.0158 3.2329 0.2464
C 1.0125 2.8597 -0.7090
C -1.5493 -10.7045 -0.3736
H 0.9430 3.2536 -1.8313
H 0.8341 -7.3618 -8.3373
H -5.2125 -1.1714 0.2546
H -4.9441 4.4085 0.2309
H 0.0744 3.1923 2.3956
H -1.6649 2.5278 4.6095
H 3.5729 -0.8785 2.2118
H 4.5824 -3.0034 -7.2970
H -3.3345 -5.7864 2.7246
H -0.4627 -10.7793 -0.2867
H 6.1828 -3.7562 -7.0392
H 3.7955 -3.6322 1.3819
H 3.8519 -4.8872 -4.2226
H 4.1266 11.1765 -1.7813
H 4.2783 1.1575 0.1878
H -8.6815 -2.2510 -4.4637
H 1.4213 -0.2349 -0.2461
H -5.5792 4.1086 3.9494
H 5.3353 3.1669 1.0231
H 7.0350 3.5472 0.6221
H -2.0166 -11.0134 0.5646
H 3.2086 3.4420 -0.8911
H -0.6692 -4.0512 2.0493
H -6.4770 3.1215 -1.8027
H -2.9758 1.1785 4.0754
H -1.4501 5.1545 2.6907
H -10.0649 5.1097 0.7073
H -6.4338 -0.5206 5.5936
H -1.1088 2.2339 1.1850
H -4.1349 5.3085 4.3129
H 2.7128 3.0662 0.9374
H 1.6331 0.7833 1.3420
H -3.7622 0.1132 2.2690
H 2.5338 -6.9814 -8.7383
H 8.3542 5.5686 -1.4018
H 3.2928 -5.5227 0.1500
H 5.6806 11.4106 -2.6326
H 0.0147 -2.1958 4.1155
H -9.3882 3.5100 0.2862
H -5.0658 5.3750 2.5930
H -1.0236 0.4967 2.8632
H 9.1219 9.2369 -0.4834
H -3.4753 2.6071 5.2146
H 0.9258 4.7808 0.6360
H 1.1928 -0.3728 3.1404
H -6.6392 0.2953 -1.7777
H 3.8680 -1.4195 0.3799
H 2.2515 -4.1344 -4.4804
H 9.5267 8.6353 -2.1169
H 0.0600 -1.7818 0.4820
H -2.3334 4.8897 0.9698
H -4.6415 -7.0286 0.4007
H -3.9091 -7.6313 -1.1142
H 4.2967 6.4963 3.2517
H -4.8799 -0.2865 4.7422
H 8.7299 5.1112 -3.0882
H 0.3871 1.8703 -0.6697
H -8.3548 -0.5327 -4.8311
H 1.6511 -5.6795 -0.7580
H -0.6305 4.4479 -0.5223
H -0.7735 -6.3950 -0.0556
H 3.8919 7.0979 4.8853
H 3.3242 0.8399 -1.4167
H -4.0669 -5.1838 4.2394
*
```


Record 2
ORCA calculation (the ωB97M-V functional and the def2-TZVPD basis) on a molecular structure, C37H64Cl2FNOSSbW at a distorted geometry.

Structure (ORCA input):
```
! RIJCOSX wB97M-V def2-TZVPD def2/J DEFGRID3
* xyz 3 3
W 0.0054 0.1101 0.6335
Sb 1.7220 -0.1711 -1.5406
Cl -1.2114 1.6384 2.8301
Cl 1.5358 1.3475 2.0313
S -2.3049 2.2010 -0.4399
F -1.4327 -0.7491 -1.0017
O -0.7626 1.8950 -0.2159
N -0.8856 -1.4610 1.3493
C -2.0868 -1.4329 4.8858
C -0.3787 0.2851 -3.7371
C 0.2981 -1.6816 4.8523
C 2.1412 -2.2995 -1.9831
C 3.5359 -2.4217 -2.5865
C -1.5121 -2.4442 0.5438
C -1.8313 -2.0600 -0.7258
C 2.0576 -3.0325 -0.6506
C -1.8944 4.2817 -2.3676
C 4.5766 0.8694 -2.1743
C -0.8830 -1.5624 5.5622
C 1.0425 0.7559 -3.4382
C 1.5706 -1.9906 2.7155
C -0.9544 -1.5177 2.7939
C -2.4597 2.8930 -2.0881
C 1.1020 2.2695 -3.2463
C -2.1735 -1.3999 3.4987
C 1.6598 -3.5045 2.4979
C -2.4593 -2.8181 -1.6667
C 1.0785 -2.8197 -2.9447
C -1.8274 5.3556 2.2129
C -2.7693 -4.1194 -1.2790
C -4.3008 -2.6052 2.7270
C -2.0736 4.6094 -3.8535
C 0.2829 -1.6735 3.4641
C -3.6047 -1.2511 2.9595
C 4.2063 0.0103 0.1462
C 3.6092 0.8469 -0.9891
C -3.8220 -0.3298 1.7570
C 0.4294 2.1030 3.2669
C -2.6866 3.6385 0.6006
C -1.8248 -3.7388 0.9199
C -1.5108 4.5571 0.9474
C 2.8408 -1.4909 3.4045
C 1.9931 0.3042 -4.5419
C -2.4470 -4.5710 -0.0020
C 3.2936 2.2954 -0.5561
H 1.4997 -1.5058 1.7248
H 5.5257 1.2944 -1.8212
H 2.1290 2.6263 -3.1766
H 0.5607 3.1747 3.2150
H -3.1788 -0.5654 0.9127
H -3.4771 4.1579 0.0499
H 2.2866 2.4597 -0.1803
H -2.7551 5.9227 2.1051
H -1.0323 6.0712 2.4209
H 1.9961 -0.7767 -4.6889
H 3.4281 2.9859 -1.3862
H 1.2561 -3.8927 -3.0858
H 3.5414 -0.1185 0.9999
H 3.6962 -1.5791 2.7315
H 3.7008 -3.4783 -2.8332
H -0.7398 0.8241 -4.6240
H -4.0513 -3.0315 1.7542
H -4.0438 -3.3303 3.5037
H -2.6967 -5.5861 0.2876
H -1.7088 5.6133 -4.0670
H 0.8758 -3.8776 1.8380
H -5.3830 -2.4605 2.7533
H -3.6926 0.7258 2.0264
H -1.5228 3.9086 -4.4863
H 1.0684 -2.9481 -0.2027
H 4.2266 1.5093 -2.9828
H -2.6946 -2.4331 -2.6522
H 2.7699 -0.4566 3.7486
H 1.2345 -1.8133 5.3845
H 3.0155 0.6377 -4.3900
H -1.0692 0.4803 -2.9217
H 0.0661 -2.7077 -2.5536
H 2.2492 -4.1008 -0.8156
H 1.6415 0.7535 -5.4799
H 1.1351 -2.3571 -3.9286
H 0.5581 2.6081 -2.3656
H -1.3088 5.2376 0.1236
H -0.4206 -0.7773 -3.9700
H -0.8699 -1.5824 6.6468
H -3.2625 -4.7766 -1.9826
H -3.5460 2.8514 -2.2434
H 3.9950 2.6016 0.2284
H -2.4153 5.0319 -1.7721
H 2.6297 -3.7921 2.0853
H 0.6949 1.6870 4.2298
H 4.3243 -2.1282 -1.8910
H -1.9431 4.7022 3.0820
H -4.8505 -0.4336 1.4057
H -2.0126 2.1430 -2.7427
H 3.0677 -2.1092 4.2767
H 4.4996 -0.9846 -0.1947
H 1.5483 -4.0023 3.4656
H -3.0037 -1.3457 5.4603
H 2.8038 -2.6715 0.0603
H -1.5989 -4.0796 1.9253
H -0.6061 3.9663 1.0842
H -4.1384 -0.7856 3.7856
H -3.1266 4.5699 -4.1429
H 5.1129 0.5070 0.5116
H 3.6491 -1.8535 -3.5134
H -0.8367 4.3203 -2.0995
H -3.1392 3.2185 1.4994
H 4.7969 -0.1195 -2.5745
H 0.6574 2.7499 -4.1290
*
```

## Properties
Energy above the lowest of the compared OMol25 structures with the same formula, charge and spin in kJ/mol: 56.9


| no. | DFT total energy (a.u.) |
| --- | --- |
| 1 | -18735.97525 |
| 2 | -3303.00266 |